14
Properties=species:S:1:pos:R:3 method="wB97M-V/def2-TZVPD" multiplicity=1 e_homo_ev=-10.4534 energy_ev=-8370.4295 max_force_ev_per_a=3.67 orbital_gap_ha=0.406 relative_energy_ev=2.852
C -0.48614 1.73887 0.34035
C -0.00499 0.46661 -0.42012
C -0.87913 -0.60916 0.11823
O 1.32102 -0.00547 -0.16405
C 1.48798 -1.58314 -0.26425
O 1.74831 -2.20607 -1.24623
H -1.55588 1.97035 0.14342
H -0.36293 1.64212 1.42709
H 0.10267 2.57359 -0.01460
H -0.15764 0.66144 -1.49855
H -0.81718 -0.63434 1.21215
H -0.19252 -1.57957 -0.17110
H -1.93119 -0.51077 -0.21572
H 1.72762 -1.92446 0.75338

67
Properties=species:S:1:pos:R:3 method="wB97M-V/def2-TZVPD" multiplicity=1 e_homo_ev="-1.1480 / -1.1535" energy_ev=-214402.0041 max_force_ev_per_a=1.95 orbital_gap_ha="0.182 / 0.182" charge=-2 relative_energy_ev=0.465
K 0.13413 1.08494 0.15522
C -0.84546 -0.03794 6.59398
C -2.14935 0.32726 6.25491
C -2.55266 0.38775 4.92742
C -1.62240 0.07546 3.95134
C -1.68253 0.01849 2.47986
N -0.48540 -0.34380 1.99036
C 0.37928 -0.50908 3.00716
N 1.65996 -0.84501 2.93465
C 2.31176 -0.98417 1.78046
C 3.68639 -1.50372 1.73091
C 4.58642 -1.90718 2.70386
C 5.83754 -2.34992 2.29591
C 6.17552 -2.39776 0.94090
C 5.26942 -2.00899 -0.03651
C 4.02188 -1.56240 0.36926
C 2.83014 -1.08639 -0.34822
N 2.72650 -1.18781 -1.66692
C 1.59247 -0.98356 -2.33354
N 0.44597 -0.41899 -1.89854
C -0.50986 -0.59863 -2.83287
N -1.80126 -0.27784 -2.77380
C -2.41385 0.03629 -1.64255
N -1.92787 -0.08245 -0.39273
C -2.87473 0.27975 0.48606
N -2.79722 0.29816 1.81409
C -4.09849 0.67229 -0.23260
C -5.33562 1.13624 0.18013
C -6.28007 1.42701 -0.79532
C -5.99121 1.26054 -2.15151
C -4.74788 0.80160 -2.56691
C -3.80730 0.50592 -1.59457
C 0.06218 -1.25697 -4.01013
C -0.48799 -1.69649 -5.20522
C 0.34116 -2.35481 -6.10121
C 1.68664 -2.58738 -5.79589
C 2.23086 -2.16984 -4.59077
C 1.41182 -1.49059 -3.69901
N 1.88246 -0.71489 0.53589
C -0.30870 -0.27806 4.28966
C 0.09046 -0.34115 5.61423
H -0.56457 -0.07345 7.64076
H -2.85330 0.57490 7.04149
H -3.55924 0.67610 4.65166
H 4.31533 -1.87253 3.75208
H 6.56947 -2.66313 3.03208
H 7.16435 -2.73881 0.65454
H 5.52087 -2.05225 -1.08927
H -5.54176 1.27309 1.23437
H -7.25616 1.79995 -0.50578
H -6.74980 1.50808 -2.88554
H -4.50955 0.67540 -3.61599
H -1.53723 -1.52771 -5.41474
H -0.05778 -2.69842 -7.04929
H 2.30513 -3.11648 -6.51267
H 3.26615 -2.36747 -4.33932
H 1.10549 -0.62456 5.86528
Br 2.60260 2.63393 -1.30914
C 1.40452 2.57038 -2.81625
Br -0.42485 2.98464 -2.37794
H 1.43565 1.56354 -3.21208
H 1.74405 3.29979 -3.53909
F 0.48681 3.96934 2.21771
B -0.20691 4.77368 1.28970
F -1.41851 4.13425 0.95003
F -0.46656 6.04198 1.84666
F 0.58271 4.91993 0.12326

9
Properties=species:S:1:pos:R:3 method="wB97M-V/def2-TZVPD" multiplicity=1 e_homo_ev="-10.0806 / -10.1811" energy_ev=-23469.5467 max_force_ev_per_a=4.81 orbital_gap_ha="0.303 / 0.299" relative_energy_ev=7.300
C 0.91941 0.88691 -0.96185
O -1.10185 -0.77567 -1.29109
O -0.96204 0.95119 0.65496
O -0.17035 -1.57517 1.34202
F -2.19332 0.94575 1.11251
F 0.75651 -2.54044 1.15157
S -0.23167 -0.17057 -0.33728
H 1.16879 1.54780 -0.11392
H 1.81453 0.73021 -1.55693

12
Properties=species:S:1:pos:R:3 method="wB97M-V/def2-TZVPD" multiplicity=1 e_homo_ev=-9.8735 energy_ev=-9812.0252 max_force_ev_per_a=1.03 orbital_gap_ha=0.363 relative_energy_ev=2.290
O 1.85493 1.56880 0.56630
C 2.07704 0.38815 0.45738
C 1.00777 -0.60042 0.01835
O 1.27069 -1.76218 -0.24441
N -0.21519 -0.07664 -0.09754
C -1.44401 -0.67102 -0.40265
C -1.30675 0.81566 0.02041
H 3.04560 -0.10812 0.63954
H -1.75458 -1.46247 0.26088
H -1.61668 -0.85310 -1.46176
H -1.29896 1.58078 -0.76078
H -1.61983 1.18055 1.00429

13
Properties=species:S:1:pos:R:3 method="wB97M-V/def2-TZVPD" multiplicity=1 e_homo_ev=-7.9964 energy_ev=-8256.9112 max_force_ev_per_a=4.31 orbital_gap_ha=0.320 relative_energy_ev=5.447
C -1.87982 0.60417 -0.13548
C -0.38986 0.19899 0.03678
C -0.06360 -0.98911 0.63631
N 1.25439 -1.17092 0.48081
C 1.84872 -0.00953 0.08664
C 0.78179 0.82079 -0.24037
N 1.93358 0.79351 -1.13428
H -2.06380 1.58797 0.25836
H -2.27131 0.54701 -1.23133
H -2.43234 -0.12984 0.41268
H -0.72405 -1.87563 0.98659
H 1.68349 -2.09721 0.68790
H 2.32283 1.71981 -0.84460

16
Properties=species:S:1:pos:R:3 method="wB97M-V/def2-TZVPD" multiplicity=1 e_homo_ev=-8.3655 energy_ev=-16559.5037 max_force_ev_per_a=4.60 orbital_gap_ha=0.320 relative_energy_ev=3.382
C -1.52958 0.55525 -0.57309
C -0.23671 0.57013 -0.93867
C 1.64912 -0.95925 -1.18908
C 0.79574 -0.15374 -0.25287
N -2.12343 -0.05481 0.51939
N -0.15913 1.01111 1.82447
P -1.34961 0.04797 1.80750
H -2.29110 1.14090 -0.99032
H 0.11789 0.95392 -1.92623
H 2.28371 -1.62041 -0.67381
H 2.17463 -0.33046 -1.91346
H 0.85456 -1.46193 -1.82037
H 1.34718 0.36486 0.39400
H 0.21734 -0.88171 0.41758
H 0.18758 1.65247 2.53055
H -1.93819 -0.83430 2.78445